No. 1
21
Properties=species:S:1:pos:R:3:nbo_charge:R:1 method="wB97M-V/def2-TZVPD" total_energy_ha=-403.477254 orbital_gap_ev=10.08 multiplicity=1 smiles="CNC(=O)C(C)C.O" e_above_lowest_kcal_mol=62.35 e_homo_ha=-0.3462
C -2.514 -0.370 1.068 -0.403
N -1.375 -0.202 1.903 -0.627
C -0.161 -0.657 1.421 0.693
O 0.753 -0.840 2.275 -0.644
C -0.048 -0.971 -0.079 -0.343
C 1.161 -0.043 -0.481 -0.621
C 0.144 -2.536 -0.103 -0.616
H -3.509 -0.449 1.795 0.207
H -2.405 -1.347 0.549 0.200
H -2.630 0.410 0.339 0.191
H -1.327 0.051 2.810 0.403
H -0.819 -0.620 -0.859 0.233
H 1.866 -0.515 -1.175 0.214
H 0.907 0.759 -1.113 0.206
H 1.859 0.446 0.321 0.241
H 0.712 -2.882 -1.026 0.219
H -0.795 -3.050 0.139 0.211
H 0.650 -2.953 0.735 0.236
O 2.923 5.084 -2.711 -0.914
H 2.047 4.835 -2.480 0.456
H 2.561 5.850 -3.326 0.458


No. 2
21
Properties=species:S:1:pos:R:3:nbo_charge:R:1 method="wB97M-V/def2-TZVPD" total_energy_ha=-403.538667 orbital_gap_ev=10.08 multiplicity=1 smiles="CCC(=O)O.CCN" e_above_lowest_kcal_mol=23.81 e_homo_ha=-0.3437
C 1.333 2.358 -0.332 -0.601
C 0.202 2.162 -1.347 -0.510
C 0.455 1.043 -2.315 0.800
O 0.842 1.111 -3.441 -0.574
O 0.119 -0.139 -1.734 -0.708
H 2.248 2.846 -0.644 0.221
H 1.545 1.362 0.078 0.212
H 0.922 2.829 0.553 0.216
H -0.663 1.934 -0.787 0.227
H -0.029 3.051 -1.922 0.229
H 0.279 -0.860 -2.289 0.490
C -0.997 -1.644 2.502 -0.625
C -0.979 -1.415 0.988 -0.219
N -0.270 -2.518 0.299 -0.825
H -0.284 -1.003 2.993 0.204
H -0.765 -2.682 2.740 0.208
H -2.001 -1.489 2.889 0.215
H -2.001 -1.489 0.605 0.177
H -0.644 -0.408 0.744 0.175
H 0.451 -2.848 0.921 0.343
H 0.235 -2.201 -0.501 0.346


No. 3
21
Properties=species:S:1:pos:R:3:nbo_charge:R:1 method="wB97M-V/def2-TZVPD" total_energy_ha=-403.502004 orbital_gap_ev=10.04 multiplicity=1 smiles="C[C@@H](N)O.CC(C)=O" e_above_lowest_kcal_mol=46.82 e_homo_ha=-0.3374
C -2.357 -0.070 -0.800 -0.661
C -1.645 0.977 0.016 0.308
N -1.542 0.683 1.340 -0.839
O 0.006 0.981 -0.619 -0.853
H -2.324 0.175 -1.861 0.208
H -3.399 -0.107 -0.484 0.229
H -1.890 -1.037 -0.629 0.241
H -1.967 2.003 -0.185 0.186
H -1.140 1.435 1.886 0.371
H -0.983 -0.225 1.449 0.431
H -0.016 0.806 -1.566 0.461
C 1.728 -1.216 -0.960 -0.711
C 1.068 -0.634 0.273 0.681
C 1.979 0.240 1.110 -0.713
O 0.179 -1.308 0.846 -0.694
H 0.994 -1.758 -1.554 0.226
H 2.197 -0.431 -1.552 0.215
H 2.502 -1.920 -0.650 0.236
H 1.503 0.520 2.048 0.220
H 2.914 -0.277 1.320 0.225
H 2.194 1.163 0.573 0.234


No. 4
21
Properties=species:S:1:pos:R:3:nbo_charge:R:1 method="wB97M-V/def2-TZVPD" total_energy_ha=-403.500860 orbital_gap_ev=8.83 multiplicity=1 smiles="N/C=C/CCCO.O" e_above_lowest_kcal_mol=47.53 e_homo_ha=-0.2993
N 1.273 0.920 3.290 -0.810
C 1.368 0.526 1.953 0.020
C 0.355 0.064 1.230 -0.305
C 0.351 0.001 -0.274 -0.431
C -1.055 0.187 -0.865 -0.436
C -2.139 -0.741 -0.386 -0.064
O -2.029 -2.046 -0.963 -0.728
H 0.397 0.643 3.711 0.367
H 2.052 0.706 3.893 0.372
H 2.349 0.698 1.524 0.179
H -0.573 -0.160 1.746 0.185
H 0.918 0.864 -0.621 0.213
H 0.800 -0.863 -0.775 0.192
H -1.019 0.077 -1.954 0.230
H -1.352 1.237 -0.852 0.215
H -2.204 -0.829 0.700 0.155
H -3.100 -0.397 -0.753 0.181
H -1.109 -2.318 -1.010 0.460
O 1.241 0.707 -3.131 -0.931
H 1.982 0.511 -2.544 0.466
H 1.494 0.213 -3.918 0.468


No. 5
21
Properties=species:S:1:pos:R:3:nbo_charge:R:1 method="wB97M-V/def2-TZVPD" total_energy_ha=-403.253918 orbital_gap_ev=5.51 multiplicity=1 e_above_lowest_kcal_mol=202.49 e_homo_ha=-0.3170
C 0.453 -1.169 -0.734 0.247
N -1.058 -1.212 -0.392 -0.320
C -1.719 -0.235 -1.219 -0.242
C -2.623 0.542 -0.234 -0.598
C -0.009 -0.781 0.645 -0.085
C 1.293 1.454 1.428 -0.652
O 1.161 -2.224 -0.910 -0.607
H 0.670 -0.345 -1.402 0.137
H -1.118 0.532 -1.722 0.179
H -2.219 -0.673 -2.089 0.223
H -3.443 1.105 -0.743 0.221
H -3.121 -0.108 0.486 0.220
H -1.922 1.181 0.317 0.198
H 0.205 -1.554 1.365 0.243
H 0.573 0.263 1.065 0.184
H 1.306 1.163 2.481 0.218
H 0.513 2.249 1.322 0.214
H 2.252 1.923 1.020 0.249
H 2.669 -1.360 -0.636 0.495
H 2.814 -0.044 0.211 0.446
O 3.322 -0.710 -0.258 -0.970


No. 6
21
Properties=species:S:1:pos:R:3:nbo_charge:R:1 method="wB97M-V/def2-TZVPD" total_energy_ha=-402.929428 orbital_gap_ev="6.81 / 7.35" multiplicity=2 charge=+1 e_above_lowest_kcal_mol=197.27 e_homo_ha="-0.5221 / -0.5227"
C 2.963 0.703 -0.097 -0.495
N 2.136 -0.360 0.473 -0.105
C -1.595 -1.815 -0.003 -0.609
C -0.310 -1.052 0.301 -0.096
C 1.116 -0.729 -0.258 -0.125
C -0.127 0.031 -0.836 0.147
O -0.370 1.315 -0.397 -0.641
H 3.069 0.587 -1.174 0.228
H 3.877 0.746 0.512 0.249
H 2.599 1.671 0.076 0.263
H -0.309 2.706 2.147 0.008
H -1.873 -2.332 0.830 0.241
H -1.517 -2.477 -0.884 0.250
H -2.518 -1.038 -0.155 0.262
H -0.445 2.088 2.638 -0.008
H -0.161 -0.900 1.410 0.293
H 1.515 -1.659 -0.847 0.363
H -0.350 -0.095 -1.862 0.238
H -1.332 1.447 -0.249 0.520
H -3.839 1.033 0.520 0.470
O -2.874 0.926 0.283 -0.453